1.
{
  "formula": "C36H42GeN2O3SSn",
  "method": "ωB97M-V with the def2-TZVPD basis set",
  "s_squared": 0.762,
  "lumo_ev": [-11.06, -11.95],
  "total_energy_ha": -4420.45536,
  "homo_lumo_gap_ev": [3.5, 2.6],
  "multiplicity": 2,
  "max_force_ev_per_a": 6.0,
  "total_charge": 3,
  "symbols": ["Sn", "C", "O", "C", "C", "O", "C", "C", "O", "C", "H", "H", "H", "H", "H", "H", "H", "H", "H", "H", "H", "H", "H", "H", "C", "Ge", "C", "C", "C", "C", "C", "C", "C", "C", "C", "C", "C", "C", "C", "C", "C", "C", "H", "H", "H", "H", "H", "H", "H", "H", "H", "H", "H", "H", "H", "H", "H", "N", "C", "S", "N", "C", "C", "C", "C", "C", "C", "H", "H", "H", "H", "H", "H", "H", "H", "C", "C", "C", "C", "C", "C", "H", "H", "H", "H", "H"],
  "positions_angstrom": [[1.2009, -1.4686, 0.6697], [3.8272, 2.5786, 1.1008], [4.0714, 1.2284, 0.6364], [5.4143, 0.9513, 0.2459], [5.2149, -0.1058, -0.8092], [4.7943, -1.3069, -0.1621], [4.8719, -2.4363, -0.9762], [4.2813, -3.5736, -0.2399], [2.8286, -3.5773, -0.3020], [2.3889, -4.8159, 0.2777], [4.3451, 3.3095, 0.4744], [2.7436, 2.6812, 1.0547], [4.1517, 2.6648, 2.1272], [5.9398, 1.8127, -0.1752], [5.9534, 0.5205, 1.1008], [4.4452, 0.2592, -1.5494], [6.1340, -0.3521, -1.4290], [4.3980, -2.1875, -1.9520], [5.9359, -2.6588, -1.2241], [4.5845, -4.4978, -0.7596], [4.6544, -3.5851, 0.7990], [2.9345, -5.6223, -0.2328], [2.6733, -4.8731, 1.3423], [1.2831, -4.9266, 0.2145], [-3.4941, 2.1068, 0.1022], [-1.9744, 1.3114, -0.8769], [-0.9754, 2.9472, -1.5313], [-0.7158, 3.1749, -2.8696], [-0.4818, 4.4937, -3.3698], [-0.5591, 5.5759, -2.5162], [-0.6619, 5.3125, -1.1506], [-0.8113, 4.0423, -0.6622], [-2.9432, 1.0020, -2.6173], [-2.4566, -0.0404, -3.3714], [-2.9658, -0.3778, -4.6464], [-4.0542, 0.2436, -5.1678], [-4.5844, 1.4030, -4.4865], [-5.8119, 1.9904, -4.8849], [-6.2179, 3.1482, -4.2666], [-5.4010, 3.7695, -3.3301], [-4.2361, 3.1957, -2.8452], [-3.8677, 1.8879, -3.2510], [-4.4594, 2.2641, -0.4487], [-3.1423, 2.9688, 0.6949], [-3.7223, 1.3598, 0.8964], [-0.7600, 2.3790, -3.5799], [-0.2628, 4.6025, -4.4445], [-0.4610, 6.6304, -2.7828], [-0.6027, 6.1442, -0.4320], [-0.8816, 3.9876, 0.3992], [-1.5992, -0.6394, -3.0014], [-2.5532, -1.2288, -5.1648], [-4.4780, -0.1411, -6.0808], [-6.4865, 1.4435, -5.5308], [-7.1805, 3.6576, -4.4878], [-5.6605, 4.7899, -3.0863], [-3.6099, 3.7761, -2.1165], [3.4637, -0.8377, 3.1568], [2.3755, -1.3012, 3.7751], [1.2780, -2.4531, 3.0742], [2.1611, -0.7962, 5.0102], [1.0208, -0.9897, 5.8063], [-0.2403, -0.5069, 5.4294], [-1.3252, -0.8453, 6.2456], [-1.1668, -1.5829, 7.4135], [0.0521, -1.9562, 7.8243], [1.1644, -1.6887, 7.0406], [3.6339, -1.0953, 2.1683], [3.8151, 0.0648, 3.4004], [2.8986, -0.2888, 5.4654], [-0.4127, 0.0961, 4.5819], [-2.2880, -0.4489, 5.9427], [-2.0690, -1.8806, 7.9620], [0.1374, -2.5106, 8.7820], [2.1325, -1.9786, 7.3346], [-2.4943, -3.8211, -1.3430], [-2.6976, -3.0966, -0.2075], [-1.6350, -2.4383, 0.3668], [-0.3865, -2.4980, -0.2410], [-0.1573, -3.2967, -1.3486], [-1.2285, -4.0098, -1.8576], [-3.3168, -4.2312, -1.9720], [-3.6873, -3.0702, 0.2388], [-1.7598, -1.7291, 1.1924], [0.8101, -3.3049, -1.8383], [-1.0759, -4.7038, -2.7278]],
  "forces_ev_per_angstrom": [[1.369, -1.286, 0.831], [0.014, -1.122, -0.369], [-0.278, 1.054, 0.428], [-0.515, -0.777, -0.216], [0.896, -0.444, -1.576], [-0.528, 0.997, 0.765], [0.672, 0.636, -1.229], [-0.076, -0.900, -0.657], [-0.320, 0.787, 0.841], [-0.270, -0.483, 0.513], [-0.195, -0.022, 0.053], [0.082, 0.354, -0.037], [0.197, 0.291, 0.391], [-0.144, 0.058, 0.171], [0.216, 0.277, -0.209], [0.531, -0.406, 0.708], [-0.709, 0.480, 0.891], [-0.083, -0.623, 0.402], [-0.490, -0.020, 0.270], [0.061, 0.191, 0.378], [-0.312, -0.065, -0.285], [-0.568, 0.024, 0.039], [-0.078, 0.131, -0.267], [0.885, 0.137, -0.266], [-0.061, -1.037, 2.768], [-2.686, 3.962, -3.545], [0.732, -0.050, 1.323], [0.409, 1.001, -1.143], [-0.445, -1.243, -0.449], [0.434, 0.126, 0.506], [-0.164, 0.810, 0.514], [-0.070, -0.099, 0.293], [1.679, -0.855, -0.721], [0.543, -0.718, -0.149], [0.239, -0.480, 0.275], [-0.186, 0.994, 1.013], [0.819, -0.864, 1.309], [0.254, 0.119, 0.871], [-1.080, 0.151, -0.376], [1.130, 0.573, -0.060], [-0.021, 0.426, 0.775], [-1.735, -0.125, -1.445], [1.397, -0.211, -0.017], [-0.343, -0.125, -0.559], [-0.278, 0.429, -0.271], [0.127, -0.430, -0.351], [-0.328, -0.007, 0.654], [0.085, -0.500, -0.470], [-0.143, -0.450, -0.417], [-0.040, -0.488, 0.667], [-0.694, 0.200, -0.130], [0.186, -0.061, -0.076], [-0.317, 0.191, -0.122], [0.325, 0.189, -0.498], [0.766, -0.681, -0.066], [0.056, -0.007, 0.448], [-0.741, -0.732, -0.640], [-0.459, -0.893, -1.849], [0.344, 1.717, 1.793], [0.037, 0.479, -0.989], [0.291, -0.780, -1.784], [-1.674, -0.982, 1.881], [0.194, -1.236, 1.647], [0.264, 0.639, -0.653], [-2.731, 0.507, -0.823], [1.934, -1.167, 1.423], [-0.790, 1.090, -1.625], [0.227, 0.146, 0.977], [0.377, 0.411, 0.300], [0.572, 0.172, -0.122], [0.077, 0.557, -0.958], [-0.081, -0.250, 0.203], [0.483, 0.291, -0.065], [0.214, 0.439, -0.818], [1.028, -0.468, 0.389], [-0.769, -1.149, -1.840], [-0.936, 0.142, 0.906], [0.305, 1.524, 0.513], [-0.291, -0.449, -0.217], [0.372, 0.211, -0.496], [0.751, -0.757, -1.345], [0.428, 0.171, 1.070], [0.125, 0.258, -0.035], [-0.316, -0.561, 0.068], [-0.032, -0.258, 0.053], [-0.153, 0.919, 0.915]]
}

2.
{
  "formula": "C12H22BF2N3O11P2SW",
  "method": "ωB97M-V with the def2-TZVPD basis set",
  "lumo_ev": [-1.12, -1.11],
  "total_energy_ha": -2835.36034,
  "homo_lumo_gap_ev": [7.6, 7.6],
  "max_force_ev_per_a": 1.3,
  "symbols": ["W", "O", "S", "O", "O", "O", "N", "C", "C", "P", "O", "O", "O", "P", "O", "O", "O", "H", "H", "H", "H", "H", "H", "H", "H", "C", "C", "N", "C", "C", "C", "O", "C", "C", "C", "C", "N", "C", "H", "H", "H", "H", "H", "H", "H", "H", "H", "H", "H", "H", "H", "H", "F", "B", "F"],
  "positions_angstrom": [[-1.7119, -1.3960, 0.4107], [-0.0258, -3.2783, 3.6739], [-0.4422, -3.0691, 2.3374], [0.1778, -3.7851, 1.2648], [-0.4346, -1.5414, 2.0145], [-2.0079, -3.2585, 2.2181], [-4.4495, 1.6277, -1.6140], [-3.7376, 1.1935, -0.4078], [-3.8825, 2.1123, 0.8035], [-4.2589, -0.6219, -0.0215], [-2.8136, -0.6998, 1.8985], [-4.6444, -1.0086, -1.5362], [-2.4501, -2.8980, -0.1295], [-2.0198, 0.9151, -0.8357], [-1.5549, 2.1620, -1.6987], [-1.1619, 0.7433, 0.4059], [-1.8870, -0.4494, -1.5365], [-5.4037, 1.8893, -1.3895], [-4.5330, -0.2575, -2.1547], [-4.0026, 2.4322, -2.0391], [-4.9384, 2.1929, 1.0695], [-3.5083, 3.1137, 0.5768], [-3.3435, 1.7139, 1.6608], [-2.6634, -1.2076, 2.7073], [-0.6049, 2.3327, -1.6454], [4.7621, 1.7883, 1.9092], [4.7883, 1.9002, 0.3922], [3.6645, 1.2063, -0.2430], [2.6535, 2.0219, -0.9007], [1.7537, 2.7765, 0.0689], [3.7466, -0.1459, -0.3202], [4.7331, -0.7724, 0.0234], [2.5582, -0.8872, -0.8695], [2.6847, -1.6916, -1.9906], [1.5909, -2.4207, -2.4265], [0.4130, -2.3449, -1.7123], [0.2967, -1.5703, -0.6277], [1.3448, -0.8643, -0.2035], [5.6067, 2.3274, 2.3394], [4.8358, 0.7447, 2.2102], [3.8422, 2.2057, 2.3208], [5.7161, 1.4763, 0.0070], [4.7391, 2.9441, 0.0796], [2.0642, 1.3841, -1.5591], [3.1719, 2.7373, -1.5465], [1.1207, 2.1056, 0.6504], [1.1200, 3.4798, -0.4789], [2.3446, 3.3766, 0.7622], [3.6351, -1.7477, -2.5059], [1.6507, -3.0605, -3.2947], [-0.4685, -2.9031, -1.9965], [1.1995, -0.2821, 0.6961], [-4.1033, -3.7400, 1.3624], [-2.7858, -3.8817, 1.0783], [-2.3761, -5.1199, 0.7426]],
  "forces_ev_per_angstrom": [[-0.673, 1.027, 0.388], [-0.119, 0.015, 0.062], [0.083, 0.013, -0.014], [0.121, -0.012, 0.050], [0.119, -0.244, -0.118], [0.167, -0.269, 0.235], [0.031, 0.007, -0.016], [-0.099, 0.117, -0.012], [0.004, -0.013, -0.010], [0.069, 0.066, -0.052], [0.118, -0.277, -0.278], [-0.072, -0.046, -0.065], [0.055, -0.231, -0.299], [0.116, 0.087, -0.072], [-0.009, -0.054, -0.131], [0.252, -0.028, 0.077], [0.046, 0.073, -0.052], [-0.010, -0.025, 0.009], [0.013, 0.003, 0.018], [-0.004, 0.018, 0.017], [-0.002, 0.000, -0.005], [0.003, -0.002, -0.001], [-0.005, -0.007, 0.001], [0.135, 0.105, 0.086], [-0.007, 0.000, -0.034], [-0.001, -0.001, -0.009], [-0.006, -0.001, 0.017], [0.013, 0.029, 0.135], [-0.010, 0.015, 0.006], [0.033, 0.066, 0.002], [0.074, -0.011, -0.261], [-0.030, 0.013, 0.062], [-0.091, 0.005, 0.149], [0.018, -0.040, -0.035], [0.059, -0.082, 0.074], [-0.112, 0.081, 0.010], [-0.388, -0.044, 0.178], [0.079, 0.006, -0.063], [-0.001, -0.001, 0.003], [-0.001, -0.005, 0.002], [0.004, 0.003, 0.000], [-0.007, -0.003, -0.017], [-0.005, 0.001, 0.000], [-0.004, -0.005, 0.010], [0.007, -0.020, -0.008], [-0.009, -0.004, -0.023], [-0.052, -0.029, 0.003], [0.010, -0.027, 0.001], [-0.001, -0.003, 0.004], [-0.008, -0.005, 0.005], [0.012, 0.003, -0.042], [0.006, 0.009, -0.005], [0.038, 0.074, -0.058], [0.001, -0.420, 0.142], [0.038, 0.073, -0.069]]
}

For reference, relative energy (zero: lowest compared OMol25 entry of this formula, charge and spin) by record: 1.189; 0.774 eV.